A single C4H4OS molecule, computed with ωB97M-V/def2-TZVPD.

The relative energy (zero: lowest compared OMol25 entry of this formula, charge and spin) comes out at 230.4 kJ/mol. As for the SMILES: CC#CC(O)=S. For the HOMO energy, the calculation gives -9.0 eV. The charge is 0. The LUMO energy comes out at -0.4229 eV. As for the spin multiplicity: 1.

Structure (XYZ):
```
10
Properties=species:S:1:pos:R:3:forces:R:3
C 1.98813 -0.50239 0.04397 -0.48 -0.82 0.71
C 0.60403 -0.08065 -0.34532 0.13 -0.32 0.99
C -0.58300 0.18283 -0.28167 3.25 -1.38 -0.40
C -1.95084 0.08535 -0.07991 -1.79 3.33 -0.25
O -2.53267 1.36255 0.03332 -1.03 -2.68 0.26
S -2.86614 -1.19104 -0.05427 -0.78 -1.64 0.16
H 2.02268 -0.52540 1.14561 -0.55 -0.38 -0.17
H 2.74543 0.22229 -0.08895 0.67 1.00 -1.03
H 2.39397 -1.49810 -0.29231 -0.96 1.04 -0.07
H -1.82160 1.94455 -0.08048 1.54 1.84 -0.20
```
Forces are in eV/Å.